[1]
Formula: C18H51NO14
Source: OMol25
Level of theory: ωB97M-V with the def2-TZVPD basis set

Structure (XYZ):
```
84
Properties=species:S:1:pos:R:3:lowdin_charge:R:1
C -0.238 0.752 -3.906 -0.08
O -1.191 -0.140 -3.331 -0.20
C -0.831 -1.471 -3.507 -0.26
C -1.984 -2.255 -2.973 -0.20
N -2.408 -1.872 -1.604 -0.05
C -3.230 -2.907 -0.955 -0.21
C -3.873 -2.519 0.340 -0.15
O -2.758 -2.592 1.315 -0.21
C -3.162 -2.046 2.531 -0.15
H 0.773 0.371 -3.632 0.09
H -0.464 1.742 -3.557 0.08
H -0.270 0.741 -4.992 0.09
H 0.053 -1.682 -2.871 0.11
H -0.620 -1.766 -4.546 0.13
H -1.735 -3.305 -2.988 0.12
H -2.783 -2.074 -3.775 0.14
H -2.960 -0.999 -1.703 0.10
H -2.654 -3.825 -0.883 0.12
H -4.020 -3.216 -1.668 0.12
H -4.595 -3.266 0.740 0.14
H -4.288 -1.528 0.329 0.11
H -4.108 -2.442 2.990 0.10
H -3.412 -0.948 2.472 0.09
H -2.384 -2.241 3.211 0.07
O 2.478 -0.064 5.685 -0.08
C 2.195 1.310 5.771 -0.28
C 1.367 1.782 4.620 -0.24
O 0.132 1.050 4.517 -0.08
H 1.646 -0.524 5.446 0.10
H 1.721 1.339 6.748 0.12
H 3.075 1.936 5.789 0.12
H 1.988 1.544 3.725 0.13
H 1.250 2.839 4.736 0.11
H -0.052 0.839 3.587 0.04
O 1.935 2.918 -1.840 -0.10
C 2.294 3.869 -0.816 -0.19
C 1.949 3.378 0.552 -0.25
O 2.407 2.067 0.755 -0.06
H 2.669 2.712 -2.463 0.09
H 3.346 4.108 -0.944 0.12
H 1.687 4.750 -0.970 0.12
H 0.890 3.444 0.672 0.10
H 2.333 4.092 1.258 0.12
H 1.701 1.613 1.273 0.07
O 2.044 -2.094 1.221 -0.08
C 1.813 -3.461 0.855 -0.24
C 0.341 -3.596 0.607 -0.27
O -0.001 -3.167 -0.703 -0.10
H 2.661 -1.707 0.562 0.05
H 2.439 -3.785 0.025 0.12
H 2.074 -4.113 1.724 0.12
H -0.200 -3.048 1.383 0.10
H 0.105 -4.697 0.747 0.13
H -0.707 -2.438 -0.589 0.07
O -0.143 1.419 -0.849 -0.12
C 0.168 0.148 -0.351 -0.18
C -0.578 0.179 0.992 -0.16
O -0.054 1.233 1.819 -0.10
H 0.572 1.846 -1.359 0.07
H -0.333 -0.566 -0.975 0.08
H 1.256 0.094 -0.295 0.11
H -0.329 -0.763 1.563 0.13
H -1.685 0.220 0.892 0.12
H -0.509 2.045 1.486 0.09
O -3.183 0.934 -1.042 -0.07
C -3.830 2.156 -0.811 -0.23
C -3.292 2.743 0.497 -0.21
O -1.923 3.114 0.350 -0.09
H -2.304 1.168 -1.301 0.04
H -3.619 2.860 -1.587 0.12
H -4.910 2.065 -0.744 0.12
H -3.407 1.878 1.255 0.14
H -3.855 3.644 0.734 0.12
H -1.382 2.476 -0.154 0.03
O 4.144 1.197 -2.530 -0.09
C 4.285 -0.195 -2.824 -0.20
C 3.344 -0.981 -1.907 -0.23
O 3.611 -0.491 -0.631 -0.10
H 4.931 1.518 -2.063 0.11
H 4.008 -0.372 -3.890 0.13
H 5.312 -0.494 -2.675 0.12
H 3.659 -2.029 -1.920 0.13
H 2.271 -0.906 -2.104 0.10
H 3.339 0.453 -0.546 0.08
```

Properties
energy above the lowest of the compared OMol25 structures with the same formula, charge and spin = 0.0 kJ/mol
SMILES = COCCNCCOC.OCCO.OCCO.OCCO.OCCO.OCCO.OCCO

[2]
Formula: C18H51NO8
Source: OMol25
Level of theory: ωB97M-V with the def2-TZVPD basis set

Structure (XYZ):
```
78
Properties=species:S:1:pos:R:3:lowdin_charge:R:1
C 1.190 -3.368 -0.929 -0.01
C 0.136 -2.764 -1.910 -0.50
C 0.260 -3.505 -3.237 -0.03
C -1.219 -3.128 -1.288 -0.15
C -2.457 -2.580 -2.059 -0.15
C -2.242 -1.079 -2.476 -0.11
C -0.826 -0.536 -2.857 -0.44
C -0.726 -0.644 -4.404 -0.02
C -0.767 0.963 -2.384 -0.02
N 0.194 -1.282 -2.040 -0.09
O 1.514 -0.890 -2.346 -0.04
H 2.182 -3.127 -1.309 0.07
H 1.024 -2.990 0.080 0.07
H 1.063 -4.450 -0.946 0.09
H -0.508 -3.338 -3.992 0.07
H 1.209 -3.217 -3.689 0.09
H 0.215 -4.576 -3.041 0.09
H -1.323 -4.167 -0.974 0.12
H -1.333 -2.681 -0.300 0.11
H -2.616 -3.295 -2.866 0.09
H -3.347 -2.674 -1.436 0.11
H -2.706 -0.492 -1.683 0.10
H -2.943 -0.909 -3.293 0.11
H -1.174 -1.589 -4.712 0.07
H 0.331 -0.569 -4.660 0.07
H -1.182 0.239 -4.851 0.09
H -1.584 1.536 -2.822 0.08
H 0.168 1.467 -2.628 0.07
H -0.859 1.125 -1.310 0.06
H 1.701 -1.273 -3.206 0.08
C -3.661 4.006 1.107 -0.07
C -3.310 3.048 -0.085 -0.28
O -2.960 1.764 0.429 -0.12
H -2.836 4.043 1.819 0.05
H -4.492 3.637 1.709 0.07
H -3.968 5.003 0.793 0.06
H -2.457 3.342 -0.697 0.10
H -4.197 2.944 -0.709 0.10
H -2.224 1.888 1.033 0.02
C -2.844 0.593 3.742 -0.09
C -1.738 1.614 3.872 -0.26
O -1.173 1.997 2.585 -0.12
H -3.665 0.988 3.143 0.06
H -3.460 0.572 4.641 0.08
H -2.637 -0.400 3.342 0.07
H -0.995 1.135 4.511 0.10
H -2.141 2.557 4.240 0.12
H -0.336 2.424 2.785 0.03
C 4.942 -1.124 -1.004 -0.13
O 5.229 -1.815 -2.263 -0.13
H 4.146 -1.585 -0.418 0.06
H 5.862 -1.048 -0.425 0.07
H 4.698 -0.080 -1.198 0.06
H 5.358 -2.723 -1.980 0.06
C 3.525 2.843 -1.578 -0.20
O 2.490 2.582 -0.737 -0.13
H 3.389 2.153 -2.411 0.08
H 3.422 3.853 -1.973 0.08
H 4.440 2.698 -1.004 0.08
H 2.175 1.676 -0.746 0.04
C 0.679 -0.265 1.247 -0.13
O 1.720 -0.086 0.295 -0.13
H 0.441 -1.311 1.441 0.06
H 0.904 0.244 2.184 0.07
H -0.261 0.140 0.871 0.07
H 1.573 -0.653 -0.466 0.02
C 2.139 3.204 2.567 -0.11
O 1.141 3.121 3.584 -0.14
H 1.844 3.882 1.766 0.08
H 3.077 3.564 2.988 0.09
H 2.211 2.164 2.247 0.07
H 1.527 3.556 4.348 0.09
C -0.470 -1.946 4.651 -0.18
O 0.792 -2.183 5.239 -0.10
H -1.163 -2.767 4.464 0.08
H -0.966 -1.208 5.281 0.07
H -0.366 -1.440 3.692 0.05
H 1.219 -2.807 4.647 0.07
```

Properties
energy above the lowest of the compared OMol25 structures with the same formula, charge and spin = 126.2 kJ/mol
SMILES = CC1(C)CCCC(C)(C)N1O.CCO.CCO.CO.CO.CO.CO.CO

[3]
Formula: C18H52O22P4S2
Source: OMol25
Level of theory: ωB97M-V with the def2-TZVPD basis set

Structure (XYZ):
```
98
Properties=species:S:1:pos:R:3:lowdin_charge:R:1
C -6.828 5.999 -0.209 -0.05
C -5.568 5.395 -0.862 -0.31
O -5.451 5.763 -2.199 -0.28
S -4.468 4.871 -3.083 0.67
C -4.843 5.690 -4.731 -0.07
O -3.179 5.254 -2.453 -0.31
O -4.889 3.476 -3.034 -0.30
H -7.259 5.344 0.548 0.08
H -7.416 6.313 -1.072 0.08
H -6.640 6.968 0.252 0.07
H -4.713 5.605 -0.219 0.12
H -5.573 4.310 -0.757 0.11
H -4.295 5.101 -5.466 0.06
H -4.425 6.688 -4.595 0.07
H -5.922 5.660 -4.879 0.07
C 2.643 -0.404 2.440 -0.07
C 1.611 0.477 3.127 -0.29
O 1.046 1.579 2.397 -0.25
S -0.596 1.880 2.600 0.72
C -1.246 0.951 1.191 -0.12
O -1.072 1.323 3.909 -0.33
O -0.869 3.287 2.293 -0.30
H 3.509 0.026 1.936 0.08
H 2.125 -1.044 1.726 0.07
H 3.067 -1.149 3.113 0.08
H 0.920 -0.073 3.767 0.11
H 2.183 0.915 3.945 0.11
H -1.181 1.611 0.327 0.07
H -2.251 0.544 1.300 0.07
H -0.634 0.088 0.927 0.06
C 1.109 -3.921 6.503 -0.05
O 2.118 -4.766 5.765 -0.22
P 3.310 -5.518 6.573 0.36
O 2.911 -6.394 7.641 -0.21
O 4.351 -6.068 5.506 -0.20
C 5.012 -7.294 5.652 -0.12
O 4.217 -4.338 7.103 -0.22
C 5.215 -4.540 8.042 -0.12
H 1.530 -2.930 6.673 0.08
H 0.948 -4.223 7.538 0.08
H 0.121 -3.871 6.047 0.08
H 4.445 -8.190 5.905 0.09
H 5.815 -7.230 6.386 0.08
H 5.364 -7.456 4.633 0.09
H 6.104 -3.934 7.864 0.09
H 5.604 -5.550 7.915 0.07
H 4.818 -4.418 9.049 0.10
C -6.868 -6.777 0.318 -0.13
O -6.600 -5.433 0.117 -0.22
P -5.076 -4.953 -0.175 0.46
O -4.185 -5.818 -0.988 -0.26
O -5.218 -3.463 -0.744 -0.23
C -6.054 -3.100 -1.855 -0.08
O -4.441 -4.763 1.346 -0.26
C -3.012 -4.605 1.672 -0.06
H -7.947 -6.916 0.244 0.09
H -6.502 -7.077 1.299 0.10
H -6.463 -7.380 -0.495 0.09
H -6.228 -2.028 -1.760 0.09
H -6.977 -3.671 -1.744 0.09
H -5.540 -3.141 -2.815 0.09
H -2.793 -3.538 1.627 0.08
H -2.505 -5.110 0.850 0.07
H -2.644 -5.149 2.542 0.09
C 2.245 7.035 -0.904 -0.13
O 3.559 6.538 -0.694 -0.22
P 4.594 6.745 -1.954 0.55
O 5.958 6.220 -1.686 -0.25
O 3.899 5.943 -3.228 -0.23
C 3.541 4.608 -3.213 -0.15
O 4.462 8.364 -2.366 -0.26
C 5.457 9.360 -2.098 -0.09
H 2.198 7.851 -1.626 0.08
H 1.738 7.538 -0.080 0.09
H 1.584 6.184 -1.068 0.09
H 4.210 3.847 -3.616 0.09
H 2.562 4.664 -3.690 0.09
H 3.198 4.204 -2.261 0.09
H 6.246 8.883 -1.517 0.08
H 4.986 10.161 -1.528 0.09
H 5.861 9.747 -3.034 0.09
C -0.199 -3.172 -5.040 -0.06
O 1.283 -3.135 -4.894 -0.23
P 2.158 -1.847 -4.527 0.47
O 1.553 -0.866 -3.571 -0.27
O 2.675 -1.255 -5.949 -0.23
C 1.987 -0.194 -6.689 -0.08
O 3.583 -2.474 -3.954 -0.22
C 3.712 -3.531 -3.092 -0.16
H -0.833 -2.400 -4.604 0.08
H -0.889 -3.942 -4.695 0.08
H -0.227 -3.210 -6.129 0.09
H 0.936 0.017 -6.492 0.08
H 2.073 -0.221 -7.776 0.08
H 2.560 0.662 -6.335 0.09
H 4.367 -3.174 -2.297 0.08
H 4.369 -4.327 -3.445 0.09
H 2.868 -3.711 -2.426 0.10
```

Properties
SMILES = CCOS(C)(=O)=O.CCOS(C)(=O)=O.COP(=O)(OC)OC.COP(=O)(OC)OC.COP(=O)(OC)OC.COP(=O)(OC)OC

no.,HOMO energy (eV)
1,-8.959
2,-8.969
3,-10.356